106
Properties=species:S:1:pos:R:3 method="wB97M-V/def2-TZVPD" s2=2.052 fmax_ev_per_a=3.6 lumo_energy_ev="-0.657 / 0.284" spin_multiplicity=3 charge=0
V 10.4791 -17.2728 -24.3595
B 7.6345 -18.6242 -23.5436
F 8.6337 -18.2410 -24.4075
F 7.9706 -18.3625 -22.2193
F 6.4721 -18.0280 -23.9955
F 7.5916 -19.9894 -23.6723
C 10.5470 -14.5485 -28.9077
C 9.7177 -14.2290 -27.6319
C 8.6207 -13.2273 -28.0612
C 7.4894 -13.7002 -28.8279
C 6.8638 -14.8952 -28.1098
C 7.8489 -16.0829 -27.7345
N 9.0153 -15.4169 -27.0507
O 9.8777 -16.3424 -26.2534
C 8.2417 -16.9508 -28.9848
C 7.0122 -16.9256 -26.8392
C 10.5854 -13.5382 -26.5510
H 10.0087 -14.8316 -29.8122
H 11.2816 -15.3113 -28.6494
H 10.9796 -13.5983 -29.2206
H 9.0056 -12.3739 -28.6194
H 8.3223 -12.7106 -27.1491
H 7.8052 -13.9842 -29.8318
H 6.7150 -12.9644 -29.0450
H 6.1416 -15.2848 -28.8273
H 6.2749 -14.4862 -27.2888
H 8.6387 -16.3691 -29.8167
H 7.3933 -17.5056 -29.3855
H 9.0522 -17.6199 -28.6957
H 6.0790 -17.1875 -27.3380
H 6.7039 -16.5035 -25.8827
H 7.5569 -17.8565 -26.6818
H 11.3216 -14.2023 -26.0981
H 9.9861 -13.1775 -25.7150
H 11.1485 -12.7228 -27.0051
C 15.5035 -17.5268 -25.2468
C 14.6805 -17.7766 -23.9758
C 15.6507 -17.8749 -22.7604
C 16.2433 -16.5121 -22.2794
C 15.1834 -15.4689 -21.9444
C 14.1666 -15.3396 -23.1716
N 13.6980 -16.7170 -23.5892
O 12.5694 -16.6447 -24.5189
C 14.7362 -14.4244 -24.3054
C 12.9627 -14.5168 -22.5809
C 14.1088 -19.2188 -24.1123
H 16.3475 -16.8830 -24.9995
H 14.8634 -17.0453 -25.9861
H 15.9898 -18.3105 -25.8277
H 16.5352 -18.4885 -22.9315
H 15.1438 -18.3456 -21.9181
H 16.8909 -16.1276 -23.0674
H 16.8464 -16.6802 -21.3872
H 15.7459 -14.5593 -21.7341
H 14.8246 -15.8828 -21.0020
H 14.9284 -13.4329 -23.8954
H 14.0465 -14.2178 -25.1238
H 15.6293 -14.8583 -24.7551
H 13.3367 -13.5544 -22.2315
H 12.4075 -15.0629 -21.8183
H 12.1814 -14.3289 -23.3174
H 14.8352 -20.0262 -24.2049
H 13.5832 -19.2441 -25.0669
H 13.5135 -19.3982 -23.2171
C 13.1972 -20.2661 -28.0248
O 12.4628 -19.1036 -27.7578
H 12.6819 -21.2152 -27.8771
H 13.5548 -20.3186 -29.0531
H 14.0098 -20.3710 -27.3058
H 12.9133 -18.4184 -28.2569
C 14.3078 -16.1296 -28.2965
O 14.2653 -17.3815 -28.9591
H 15.2814 -15.7607 -27.9738
H 13.9862 -15.3400 -28.9757
H 13.6907 -16.2313 -27.4038
H 14.9876 -17.4543 -29.5873
C 8.7491 -15.0974 -19.5915
O 9.9913 -15.0749 -20.2773
H 7.9179 -15.5353 -20.1442
H 8.9196 -15.5051 -18.5951
H 8.5755 -14.0230 -19.5308
H 10.5655 -14.5200 -19.7442
C 10.0417 -21.7464 -22.6683
O 11.2469 -21.0713 -22.6767
H 10.1741 -22.8209 -22.7949
H 9.5344 -21.6022 -21.7144
H 9.2921 -21.4585 -23.4054
H 11.8774 -21.6249 -23.1432
C 10.0696 -19.9516 -26.1285
O 10.9661 -19.0016 -25.5106
H 9.9271 -20.8447 -25.5200
H 9.1491 -19.5644 -26.5652
H 10.6188 -20.4580 -26.9222
H 11.5967 -19.0770 -26.2304
C 8.4336 -15.3861 -23.1854
O 9.7808 -15.8774 -22.9676
H 8.2128 -15.6086 -24.2294
H 7.6687 -15.8225 -22.5430
H 8.5320 -14.3067 -23.0694
H 9.9474 -15.5289 -22.0887
C 11.5705 -17.9418 -21.3031
O 10.8671 -18.3758 -22.5313
H 11.2019 -18.3061 -20.3441
H 12.5727 -18.3699 -21.2810
H 11.7060 -16.8623 -21.2373
H 11.1010 -19.3054 -22.4791

111
Properties=species:S:1:pos:R:3 method="wB97M-V/def2-TZVPD" fmax_ev_per_a=0.6 lumo_energy_ev=0.405 charge=0
C -0.8162 -3.4420 -3.0964
C -0.6782 -2.1593 -3.9205
C -1.4855 -0.9696 -3.4267
Br -3.3504 -1.1371 -4.0537
C -1.5834 -0.7769 -1.9050
C -0.3122 -0.9694 -1.2223
N 0.6167 -1.2239 -0.5956
C -2.2235 0.6011 -1.5390
C -3.5599 0.3943 -0.9774
N -4.6172 0.2576 -0.5528
C -1.4407 1.5118 -0.5824
C -0.2370 2.3429 -1.1947
N 0.1059 2.0438 -2.5725
N -0.5504 3.7676 -1.1311
N 0.9932 2.0830 -0.4436
H -0.8973 -4.3099 -3.7408
H -1.6685 -3.4298 -2.4226
H 0.0703 -3.5945 -2.4845
H 0.3501 -1.8269 -4.0455
H -1.0286 -2.3587 -4.9287
H -1.1254 -0.0619 -3.8951
H -2.2385 -1.5579 -1.5256
H -2.3933 1.1526 -2.4618
H -2.1724 2.2186 -0.2010
H -1.0958 0.9455 0.2785
H 0.5258 1.1338 -2.7020
H -0.6598 2.1906 -3.2135
H -1.4296 3.9334 -0.6594
H -0.6757 4.1245 -2.0689
H 0.8076 2.0078 0.5468
H 1.4538 1.2454 -0.7740
C 4.9211 -1.7928 -5.9988
S 3.5670 -2.5539 -5.1000
O 2.3970 -1.6329 -5.2062
C 4.2649 -2.2915 -3.4756
H 4.6609 -1.8034 -7.0554
H 5.0675 -0.7694 -5.6548
H 5.8285 -2.3738 -5.8368
H 4.4476 -1.2259 -3.3355
H 5.1961 -2.8496 -3.3807
H 3.5513 -2.6449 -2.7333
C -2.3705 -3.7323 3.4392
S -1.9943 -2.2527 2.5034
O -2.5883 -2.4509 1.1487
C -0.2370 -2.5503 2.3266
H -3.4427 -3.7439 3.6154
H -2.0667 -4.6059 2.8608
H -1.8512 -3.6930 4.3962
H -0.0702 -3.5119 1.8413
H 0.2389 -2.5214 3.3075
H 0.1558 -1.7533 1.7001
C -4.8772 3.4258 1.7921
S -5.0619 4.4291 0.3169
O -3.8699 4.1447 -0.5329
C -4.7597 6.0143 1.1049
H -4.9899 2.3847 1.4920
H -3.8869 3.5884 2.2185
H -5.6542 3.6904 2.5089
H -3.7789 6.0042 1.5804
H -5.5429 6.2043 1.8385
H -4.7885 6.7777 0.3306
C 4.1574 -0.5048 1.6286
S 4.0265 0.2415 0.0009
O 5.2556 -0.1399 -0.7518
C 4.2162 1.9319 0.5569
H 4.0906 -1.5834 1.5024
H 5.1168 -0.2378 2.0714
H 3.3347 -0.1531 2.2510
H 5.1667 2.0392 1.0812
H 3.3914 2.1923 1.2163
H 4.1894 2.5742 -0.3214
C -5.1718 -2.9430 -0.6519
S -6.5326 -4.0453 -0.2885
O -6.0497 -5.4389 -0.4930
C -7.5134 -3.6235 -1.7358
H -4.4033 -3.0741 0.1070
H -4.7624 -3.1840 -1.6352
H -5.5254 -1.9117 -0.6301
H -6.9326 -3.8295 -2.6348
H -7.7888 -2.5700 -1.6883
H -8.4093 -4.2408 -1.7230
C -6.4427 -3.3940 7.3236
S -4.6806 -3.4176 6.9763
O -4.5062 -2.8217 5.6255
C -4.5534 -5.1990 6.7721
H -6.7405 -2.3541 7.4369
H -6.9806 -3.8451 6.4902
H -6.6366 -3.9353 8.2495
H -5.2271 -5.5211 5.9783
H -4.8007 -5.6903 7.7130
H -3.5250 -5.4274 6.5001
C 4.7413 5.0049 4.9014
S 3.7156 5.0649 3.4276
O 3.3561 3.6597 3.1025
C 5.0314 5.5306 2.2967
H 4.1113 4.6810 5.7267
H 5.5512 4.2915 4.7505
H 5.1353 5.9998 5.1086
H 5.8212 4.7803 2.3315
H 5.4172 6.5114 2.5743
H 4.6028 5.5743 1.2975
C 8.6205 1.2589 -2.7502
S 6.9546 1.0509 -3.3907
O 7.0951 0.5454 -4.7869
C 6.5867 2.8061 -3.5167
H 9.0550 0.2678 -2.6419
H 9.2098 1.8498 -3.4515
H 8.5714 1.7453 -1.7763
H 7.3198 3.2879 -4.1639
H 6.5999 3.2474 -2.5201
H 5.5918 2.9019 -3.9465

108
Properties=species:S:1:pos:R:3 method="wB97M-V/def2-TZVPD" fmax_ev_per_a=7.3 lumo_energy_ev=-0.471 smiles="O=S(=O)(O)CCCC[C@]1(CCCF)COS(=O)(=O)O1.CCO.CCO.CCO.CCO.CCO.CCO.CCO.CCO" charge=0
O -2.3371 1.3657 1.0904
S -1.5466 1.2989 -0.2654
O -2.5796 1.1578 -1.4188
O -0.6981 2.7864 -0.5325
C -0.4145 -0.1953 -0.2648
C -0.3506 -0.9861 1.2009
C 0.9278 -0.4574 2.1411
C 0.7883 1.1628 2.3380
C 1.9325 1.8122 3.3665
C 1.5262 2.0751 4.9314
C 0.3642 3.1997 5.1801
C 0.1235 4.2518 3.9492
F 1.1569 5.3364 3.8562
C 2.9894 2.9253 2.7010
O 4.4029 2.5198 2.5106
S 4.2202 0.7919 2.4749
O 5.5446 0.0967 2.8842
O 4.0608 0.5485 0.9544
O 2.8460 0.6292 3.5026
H -0.6226 3.2629 0.3631
H -0.8141 -0.9195 -1.1214
H 0.6609 0.1518 -0.5811
H -0.0945 -2.1180 0.9306
H -1.3679 -0.9584 1.7809
H 1.8963 -0.7907 1.5303
H 0.8746 -1.0474 3.1636
H -0.2572 1.3550 2.8787
H 0.8161 1.7924 1.3521
H 2.4755 2.2892 5.5826
H 1.0832 1.0429 5.3366
H 0.7254 3.8517 6.1127
H -0.6649 2.7147 5.5338
H -0.0310 3.7674 2.8954
H -0.8957 4.8229 4.1945
H 2.3880 3.3577 1.7950
H 3.0981 3.6730 3.6232
C 5.0070 -3.2582 1.6730
C 4.1529 -3.6194 2.8706
O 2.7837 -3.6572 2.4962
H 4.7109 -2.2845 1.2689
H 6.0654 -3.2204 1.9459
H 4.8760 -3.9897 0.8689
H 4.2699 -2.8743 3.6630
H 4.4342 -4.5977 3.2724
H 2.6891 -4.3278 1.7981
C -5.5567 2.4116 -2.6832
C -5.3848 1.4456 -3.8371
O -6.3024 1.7604 -4.8741
H -6.5791 2.3674 -2.2935
H -4.8595 2.1797 -1.8732
H -5.3855 3.4419 -3.0117
H -5.5783 0.4198 -3.5097
H -4.3687 1.4932 -4.2408
H -6.1166 2.6702 -5.1635
C -9.0571 -0.9492 -3.4549
C -8.6055 -1.8006 -4.6234
O -8.7769 -1.0865 -5.8387
H -10.1090 -0.6668 -3.5684
H -8.9357 -1.4871 -2.5105
H -8.4811 -0.0192 -3.4077
H -9.1983 -2.7184 -4.6800
H -7.5511 -2.0763 -4.5237
H -8.2399 -0.2776 -5.7816
C 6.8750 2.9268 0.4387
C 8.0938 3.5529 -0.2070
O 8.0196 4.9678 -0.1127
H 5.9589 3.2785 -0.0470
H 6.9146 1.8360 0.3705
H 6.8058 3.2119 1.4935
H 8.1471 3.2834 -1.2659
H 9.0134 3.2162 0.2816
H 7.9812 5.1971 0.8317
C 0.0114 -6.6723 2.1796
C -0.6831 -5.3431 1.9669
O -0.7289 -4.6189 3.1875
H -0.5136 -7.2638 2.9368
H 0.0510 -7.2450 1.2487
H 1.0325 -6.5218 2.5448
H -1.7100 -5.4983 1.6231
H -0.1566 -4.7402 1.2205
H 0.1882 -4.4790 3.4799
C 5.3857 0.7867 -2.7469
C 6.0232 -0.5436 -2.4034
O 6.7855 -0.4229 -1.2115
H 6.1518 1.5579 -2.8788
H 4.7979 0.7118 -3.6661
H 4.7313 1.1236 -1.9362
H 6.6930 -0.8658 -3.2062
H 5.2628 -1.3170 -2.2571
H 6.1799 -0.1446 -0.5032
C 0.7364 -7.8409 -3.1492
C 0.9382 -7.0603 -1.8669
O 0.3070 -5.7922 -1.9666
H 1.1491 -7.2925 -4.0024
H 1.2210 -8.8195 -3.0904
H -0.3299 -7.9868 -3.3502
H 2.0040 -6.8976 -1.6814
H 0.5166 -7.5961 -1.0109
H -0.6403 -5.9478 -2.1229
C -7.5096 6.0277 -2.5388
C -7.4736 6.0452 -1.0247
O -6.5133 5.1122 -0.5516
H -7.7596 5.0270 -2.9062
H -8.2484 6.7385 -2.9196
H -6.5286 6.2830 -2.9527
H -8.4495 5.7682 -0.6153
H -7.2115 7.0394 -0.6498
H -5.6489 5.3719 -0.9140

104
Properties=species:S:1:pos:R:3 method="wB97M-V/def2-TZVPD" fmax_ev_per_a=3.5 lumo_energy_ev=0.557 smiles=CCB(O)P(C)CCCCCCCOC.CCO.CCO.CCO.CCO.CCO.CCO.CCO charge=0
C 1.9691 3.6581 -1.4166
C 1.1898 3.6945 -2.8832
B 1.2395 2.1883 -3.6192
O 2.4988 1.8017 -4.3198
P -0.2897 1.0137 -3.4951
C -1.2562 1.6437 -1.9620
C 0.2561 -0.8201 -3.2256
C 1.2146 -1.0461 -1.9157
C 0.5551 -1.9444 -0.7138
C -0.1624 -1.0868 0.4847
C 0.8492 -0.5393 1.6526
C 2.0172 0.4916 1.1313
C 2.9432 1.0315 2.3765
O 4.2449 0.3519 2.2863
C 5.0922 0.9054 1.2165
H 2.7169 4.5823 -1.3244
H 2.6113 2.6886 -1.2578
H 1.2196 3.7885 -0.4997
H 1.8025 4.4432 -3.5583
H 0.0926 4.0497 -2.6519
H 2.9627 2.6629 -4.5652
H -1.6484 2.7500 -2.1686
H -2.1266 0.9098 -1.6420
H -0.4807 1.6208 -1.0556
H -0.6936 -1.5148 -3.2697
H 0.9223 -1.0845 -4.1803
H 1.6076 0.0047 -1.5836
H 2.1734 -1.6494 -2.2921
H 1.3541 -2.6993 -0.2661
H -0.2859 -2.6261 -1.2142
H -0.9217 -1.8355 1.0219
H -0.8434 -0.1927 0.0985
H 0.1726 0.0880 2.4098
H 1.3935 -1.3819 2.2702
H 1.5759 1.4240 0.5316
H 2.6536 -0.1172 0.3255
H 2.3710 0.7285 3.3792
H 3.0053 2.2035 2.3881
H 4.8456 2.0541 1.0789
H 6.2308 0.7852 1.5348
H 4.8772 0.4059 0.1540
C 6.7523 4.3157 4.3303
C 6.2921 3.3029 3.3025
O 7.3933 2.8789 2.5125
H 7.2062 5.1830 3.8396
H 5.9141 4.6562 4.9448
H 7.5167 3.8840 4.9846
H 5.5447 3.7450 2.6372
H 5.8488 2.4269 3.7859
H 8.0476 2.4802 3.1117
C -4.6209 -3.0292 -2.7658
C -3.2374 -2.5211 -2.4164
O -3.0993 -1.1689 -2.8271
H -4.7974 -2.9542 -3.8439
H -4.7421 -4.0722 -2.4598
H -5.3909 -2.4257 -2.2744
H -2.4719 -3.1129 -2.9268
H -3.0581 -2.5808 -1.3386
H -3.7781 -0.6504 -2.3619
C -9.1611 -3.1220 -2.2668
C -8.6546 -1.8027 -1.7218
O -7.4627 -1.4253 -2.3952
H -8.4062 -3.9053 -2.1417
H -10.0774 -3.4295 -1.7549
H -9.3653 -3.0453 -3.3398
H -8.4309 -1.8899 -0.6545
H -9.3987 -1.0115 -1.8550
H -7.6740 -1.3424 -3.3409
C -5.0176 -8.0571 -1.5338
C -4.1850 -7.1073 -0.6978
O -4.8610 -5.8668 -0.5552
H -5.2114 -7.6299 -2.5233
H -4.5083 -9.0171 -1.6572
H -5.9920 -8.2323 -1.0663
H -3.2212 -6.9177 -1.1795
H -3.9978 -7.5217 0.2975
H -5.7118 -6.0450 -0.1190
C 1.0530 5.0656 2.8233
C 0.5712 3.7993 3.5005
O 1.4797 3.4208 4.5240
H 2.0485 4.9166 2.3924
H 0.3657 5.3685 2.0283
H 1.1382 5.8833 3.5464
H 0.5086 2.9793 2.7790
H -0.4182 3.9441 3.9451
H 1.5218 4.1521 5.1638
C -5.4409 1.6731 -0.7373
C -4.9343 2.9924 -0.1923
O -3.7425 3.3698 -0.8657
H -4.6860 0.8898 -0.6122
H -6.3571 1.3656 -0.2254
H -5.6451 1.7498 -1.8103
H -4.7107 2.9051 0.8750
H -5.6785 3.7836 -0.3255
H -3.9538 3.4527 -1.8114
C 7.8329 -2.6945 2.1382
C 8.6655 -1.7448 2.9741
O 7.9895 -0.5042 3.1168
H 7.6391 -2.2674 1.1487
H 8.3422 -3.6545 2.0148
H 6.8584 -2.8698 2.6056
H 9.6293 -1.5551 2.4925
H 8.8527 -2.1592 3.9695
H 7.1386 -0.6824 3.5530